No. 1
Molecular formula: C4H8O2
Method: DFT, the ωB97M-V functional and the def2-TZVPD basis

```
14
Properties=species:S:1:pos:R:3:mulliken_charge:R:1
C 0.4923 0.7854 1.8567 -0.683
C -0.1960 1.6420 1.1131 0.115
O -1.1341 1.2333 0.2009 -0.449
H 1.2330 1.1595 2.5543 0.232
H 0.3386 -0.2865 1.7780 0.221
H -0.0468 2.7196 1.1811 0.255
H -1.5618 2.0084 -0.1780 0.324
C 0.5317 -0.9481 -1.5540 -0.866
C -0.3800 -1.7293 -0.6506 0.156
O -0.0649 -2.1742 0.4283 -0.485
H 0.6969 -1.5104 -2.4818 0.365
H 1.4857 -0.7572 -1.0580 0.264
H 0.0499 -0.0006 -1.8164 0.231
H -1.4041 -1.8988 -1.0456 0.319
```

The HOMO energy comes out at -9.07 eV. The LUMO energy is 0.025 Eh. The energy above the lowest of the compared OMol25 structures with the same formula, charge and spin is 187.1 kJ/mol. Its SMILES is C=CO.CC=O. For the HOMO-LUMO gap, the calculation gives 0.358 Ha.

=====

No. 2
Molecular formula: CClNO4
Method: DFT, the ωB97M-V functional and the def2-TZVPD basis

```
7
Properties=species:S:1:pos:R:3:mulliken_charge:R:1
O -1.4285 1.1460 -0.3308 -0.250
C -0.7674 0.4442 -0.9671 0.657
Cl -0.3347 0.4761 -2.5332 -0.017
O -0.0405 -0.8751 -0.0769 -0.408
N 0.6975 -0.5116 1.0240 1.117
O 1.1336 0.5800 0.9450 -0.556
O 0.7400 -1.2595 1.9390 -0.543
```

The HOMO energy comes out at -11.24 eV. The LUMO energy is -0.021 Eh. The energy above the lowest of the compared OMol25 structures with the same formula, charge and spin is 225.6 kJ/mol. Its SMILES is O=C(Cl)O[N+](=O)[O-]. For the HOMO-LUMO gap, the calculation gives 0.392 Ha.

=====

No. 3
Molecular formula: C6H10O2
Method: DFT, the ωB97M-V functional and the def2-TZVPD basis

```
18
Properties=species:S:1:pos:R:3:mulliken_charge:R:1
C -1.7458 0.0936 -0.3309 -0.586
O -1.7143 1.0602 0.7905 -0.395
C -0.3671 1.2327 1.2268 -0.497
C 0.2740 -0.0082 0.6398 -0.108
C 1.7027 -0.2421 0.4157 -0.564
O 1.7225 -0.8583 -0.8295 -0.388
C 0.4322 -1.2455 -1.2549 -0.443
C -0.3218 -0.0128 -0.7007 0.112
H -2.4528 0.4760 -1.0515 0.316
H -2.1331 -0.8600 0.0521 0.244
H 0.1406 2.1381 0.7047 0.290
H -0.2860 1.2559 2.3518 0.287
H -0.1352 -0.8603 1.2172 0.276
H 2.2274 0.7757 0.3620 0.266
H 2.2151 -0.7953 1.1339 0.322
H 0.0761 -2.2347 -0.7206 0.261
H 0.3224 -1.2571 -2.3924 0.314
H 0.1138 0.8408 -1.3197 0.294
```

The HOMO energy comes out at -9.73 eV. The LUMO energy is 0.037 Eh. The energy above the lowest of the compared OMol25 structures with the same formula, charge and spin is 207.8 kJ/mol. Its SMILES is C1OC[C@H]2COC[C@H]12. For the HOMO-LUMO gap, the calculation gives 0.395 Ha.

=====

No. 4
Molecular formula: CH3InN2O5
Method: DFT, the ωB97M-V functional and the def2-TZVPD basis

```
12
Properties=species:S:1:pos:R:3:mulliken_charge:R:1
In -12.0455 6.4247 33.5282 1.300
N -12.1019 3.5982 32.6850 1.192
O -11.6836 2.5250 32.9164 -0.340
O -12.2877 4.4392 33.5830 -0.406
O -12.3766 3.9701 31.5450 -0.478
C -12.7073 6.6161 37.3831 -0.790
N -11.5955 6.8706 36.4853 0.975
O -10.6484 7.4387 37.0201 -0.227
O -11.6902 6.5299 35.3041 -0.297
H -12.4182 6.9929 38.3642 0.344
H -12.9734 5.5721 37.5489 0.355
H -13.6046 7.1447 37.0615 0.373
```

The HOMO energy comes out at -19.08 eV. The LUMO energy is -0.536 Eh. The energy above the lowest of the compared OMol25 structures with the same formula, charge and spin is 74.4 kJ/mol. The net charge is +2. For the HOMO-LUMO gap, the calculation gives 0.165 Ha.

=====

No. 5
Molecular formula: C5H3INO4
Method: DFT, the ωB97M-V functional and the def2-TZVPD basis

```
14
Properties=species:S:1:pos:R:3:mulliken_charge:R:1
O 2.6874 -0.4324 -0.3035 -0.652
C 1.5038 -0.4495 -0.0622 0.448
C 0.3906 -0.8517 -0.9809 -0.598
C -0.9475 -0.0751 -0.0718 0.027
I -2.8397 -0.9587 -0.3353 0.110
C -0.8847 1.5192 -0.5901 0.609
O -1.9674 1.9553 -0.9012 -0.675
O 0.2577 1.9335 -0.5725 -0.643
C -0.4155 -0.1212 1.2829 0.147
O -0.9943 -0.0133 2.3437 -0.637
N 0.9738 -0.2023 1.1809 0.008
H 0.4502 -0.4416 -1.9799 0.304
H 0.2094 -1.9208 -0.9602 0.337
H 1.5764 0.0587 1.9498 0.214
```

The HOMO energy comes out at -5.14 eV. The LUMO energy is 0.102 Eh. The energy above the lowest of the compared OMol25 structures with the same formula, charge and spin is 4.5 kJ/mol. The net charge is -1. Its SMILES is O=C1C[C@](I)(C(=O)[O-])C(=O)N1. For the HOMO-LUMO gap, the calculation gives 0.291 Ha.

=====

No. 6
Molecular formula: C2H6N2OSi
Method: DFT, the ωB97M-V functional and the def2-TZVPD basis

```
12
Properties=species:S:1:pos:R:3:mulliken_charge:R:1
C -1.4022 0.6441 0.3741 -0.211
C 0.0348 -0.5610 -0.8701 -0.090
N -1.7824 -0.7490 0.3107 -0.257
N -0.9666 -1.3605 -0.3532 -0.211
O -0.3543 0.9191 -0.4457 -0.358
Si 1.6508 -0.1305 0.1756 0.501
H -2.3522 1.1256 -0.0413 0.241
H -1.2782 0.9666 1.4284 0.307
H 0.2000 -0.5982 -1.8579 0.438
H 2.3905 -1.3415 0.0288 -0.173
H 1.4469 0.0245 1.6338 -0.111
H 2.4130 1.0608 -0.3832 -0.075
```

The HOMO energy comes out at -9.43 eV. The LUMO energy is 0.020 Eh. For the HOMO-LUMO gap, the calculation gives 0.366 Ha.